The following is a quantum chemistry calculation of 9 unconnected molecules or ions with the total composition C18H56F6N4O8P, from the Open Molecules 2025 dataset.

```
93
Properties=species:S:1:pos:R:3:mulliken_charge:R:1
P 0.4511 0.3844 0.4452 1.9053
F 0.2106 -1.0750 1.0952 -0.2421
F -0.6364 1.0857 1.4184 -0.4104
F 1.5961 0.7046 1.5254 -0.4364
F 0.7712 1.7674 -0.3189 -0.4397
F 1.5910 -0.3098 -0.5383 -0.3957
F -0.7279 0.0607 -0.6092 -0.3918
C 2.6421 -2.7510 2.2650 -0.9832
C 3.3048 -2.2939 0.9761 0.1309
O 3.8809 -1.0114 1.0737 -0.6098
H 2.0597 -1.9636 2.7323 0.1204
H 3.4396 -3.0623 2.9537 0.4435
H 2.0999 -3.6847 2.0910 0.2964
H 2.5679 -2.3457 0.1655 -0.1469
H 4.0935 -2.9869 0.6656 0.4510
H 3.2705 -0.3590 0.7242 0.1962
C 4.6119 1.3246 -1.5031 -1.2754
C 5.0705 2.2176 -2.6569 0.5266
C 4.9164 3.6879 -2.2564 -0.7850
O 6.0447 4.1436 -1.5263 -0.3859
C 5.7194 4.9907 -0.4449 -0.7196
N 6.4915 1.9448 -3.0365 -0.7912
H 5.1667 1.5855 -0.6043 0.3465
H 4.5496 0.2740 -1.7778 0.4257
H 3.5632 1.6113 -1.3479 0.0830
H 4.4808 2.0190 -3.5518 0.3333
H 3.9945 3.8490 -1.6944 0.4596
H 4.8848 4.2791 -3.1851 0.3045
H 5.0418 4.4781 0.2483 0.3052
H 5.2394 5.9043 -0.8122 0.2943
H 6.6318 5.2230 0.0983 0.2437
H 6.8566 1.2387 -2.4082 0.2786
H 7.0297 2.7764 -2.8218 0.3382
C -2.4270 -3.8389 0.4404 -1.4037
C -1.7406 -3.8193 -0.9272 0.3607
C -2.4712 -2.9719 -1.9474 -0.4842
O -3.8381 -3.3166 -1.9427 -0.3309
C -4.5454 -2.6011 -2.9364 -0.7090
N -0.3441 -3.3567 -0.8593 -0.6031
H -3.4370 -4.2368 0.3294 0.4420
H -2.5223 -2.8479 0.8986 0.2688
H -1.8598 -4.4385 1.1554 0.3864
H -1.7545 -4.8656 -1.2530 0.2479
H -2.0380 -3.1249 -2.9447 0.3994
H -2.3325 -1.9047 -1.7108 0.2090
H -4.6183 -1.5405 -2.6538 0.2613
H -5.5698 -2.9701 -2.9321 0.2655
H -4.0512 -2.6891 -3.9054 0.2924
H -0.3973 -2.3707 -0.5909 -0.0730
H 0.1255 -3.7569 -0.0522 0.2837
C -1.7440 2.8109 -2.1652 -1.7991
C -2.9070 3.7136 -2.5569 0.6821
C -3.7992 3.0392 -3.5938 -0.4890
O -3.0815 2.8051 -4.7620 -0.2747
C -3.8852 2.7701 -5.9197 -0.7790
N -3.6588 4.1227 -1.3246 -0.7953
H -2.0144 1.9296 -1.5759 0.1667
H -0.9535 3.3523 -1.6482 0.3739
H -1.2808 2.3583 -3.0487 0.5484
H -2.4782 4.6135 -3.0022 0.4040
H -4.6762 3.6915 -3.7511 0.3618
H -4.1994 2.0972 -3.1858 0.1987
H -4.6054 1.9447 -5.9429 0.2875
H -3.1948 2.6021 -6.7486 0.2476
H -4.3935 3.7290 -6.0597 0.3219
H -4.3432 3.3886 -1.1377 0.2656
H -4.2301 4.8862 -1.6887 0.2928
C -1.3326 -4.9693 5.3892 -1.5420
C -0.6134 -3.6595 5.6411 0.5380
C -1.1504 -2.5686 4.7398 -0.3586
O -0.5075 -1.3671 5.0404 -0.4035
C -1.0112 -0.2905 4.3027 -0.7227
N -0.7206 -3.2929 7.0726 -0.7786
H -0.9681 -5.7336 6.0781 0.4089
H -1.1038 -5.3585 4.3924 0.3571
H -2.4192 -4.8876 5.4633 0.3691
H 0.4495 -3.8073 5.4308 0.2196
H -2.2364 -2.4649 4.9300 0.2748
H -1.0709 -2.8220 3.6725 0.1067
H -0.8536 -0.3713 3.2263 0.1125
H -0.5494 0.6469 4.6214 0.3417
H -2.0786 -0.0371 4.4367 0.4117
H -0.5848 -2.2827 7.1165 0.3201
H -1.7119 -3.3582 7.3145 0.2950
O 1.1712 -1.7614 -2.8434 -0.7616
H 1.5267 -1.3779 -2.0318 0.2528
H 0.4762 -2.3249 -2.4745 0.4708
O 0.2388 3.2527 3.1230 -0.7092
H -0.4543 3.8320 2.7862 0.3299
H 0.2168 2.5148 2.5037 0.2654
O -2.1018 3.4781 1.1475 -0.7195
H -1.7616 2.5778 1.2196 0.2853
H -2.4902 3.5221 0.2613 0.3395
```

Output
- Charge: -1

***

The following is a quantum chemistry calculation of 10 unconnected molecules or ions with the total composition C18H56N10O10, from the Open Molecules 2025 dataset.

```
94
Properties=species:S:1:pos:R:3:mulliken_charge:R:1
C 2.2672 2.9031 1.9672 -0.2385
O 2.2254 1.5903 2.5454 -0.5848
H 1.2349 3.3068 1.9744 -0.1191
H 2.4363 2.7436 0.9122 0.1025
H 2.9682 3.5217 2.4696 0.4346
H 1.5867 1.6188 3.2526 0.2728
C -1.1870 0.9465 3.1818 0.3343
O -0.0284 0.8060 3.9103 -0.8300
N -1.1902 0.9740 1.8796 0.6276
N -2.4144 1.0906 3.6202 -0.2669
H -0.3252 0.6318 1.3737 -0.5987
H -2.0057 0.8905 1.3141 0.2115
H -2.5716 1.2548 4.6696 0.2888
H -3.1874 1.2879 2.9285 0.2901
C -1.1401 4.4446 1.5461 0.4593
O -1.0831 4.3901 2.9553 -0.7425
N -1.0363 3.3532 0.8689 0.0303
N -1.1989 5.5521 0.8095 -0.3576
H -1.1404 2.4807 1.4635 0.2559
H -1.2319 3.3091 -0.1236 0.2816
H -1.1465 6.4537 1.3004 0.2714
H -0.8615 5.5574 -0.1674 0.3752
C 0.4895 1.0928 -4.1803 0.4769
O 1.5392 1.9906 -4.1622 -0.7298
N 0.3124 0.2089 -5.0712 -0.2365
N -0.4800 1.1418 -3.3105 -0.3337
H 1.0208 0.2076 -5.8202 0.2942
H -0.5324 -0.4631 -5.1242 0.2414
H -0.5410 2.0012 -2.6595 -0.1253
H -1.3707 0.7055 -3.5308 0.3558
C 0.9148 0.4091 -0.5885 -0.3614
O 1.1554 1.7038 -0.9094 -0.8584
N 0.2968 -0.4206 -1.3212 1.5068
N 1.0278 0.0055 0.6437 1.7012
H 0.0873 -1.4322 -1.2095 -0.7075
H 0.1095 0.1380 -2.1845 0.0028
H 1.6046 0.5727 1.2786 0.2333
H 1.0555 -0.9631 0.8605 -1.0289
C -0.3290 4.6208 -2.1030 -0.0868
O -1.3246 3.6613 -2.2287 -0.7685
N 0.8394 4.3064 -1.6078 -0.0219
N -0.6223 5.8123 -1.8683 -0.2922
H 0.9910 3.3991 -1.1474 0.2404
H 1.6424 4.7300 -2.0804 0.2313
H -1.5346 6.1121 -2.3452 0.2881
H 0.1331 6.5018 -1.6771 0.3006
C -1.5303 -2.6369 -3.1679 -1.1898
C -0.7400 -3.2933 -2.0045 0.5569
C 0.7284 -3.4042 -2.3107 -1.6492
O -0.8036 -2.8316 -0.8381 -1.0597
H -1.2068 -1.7759 -3.7633 -0.2577
H -2.5277 -2.3977 -2.8187 0.3687
H -1.7440 -3.4705 -3.8664 0.5794
H -1.1124 -4.3802 -1.8564 0.3011
H 1.1844 -4.1190 -1.6902 0.3716
H 1.3062 -2.4797 -2.1414 0.5688
H 0.7878 -3.7475 -3.3155 0.5511
H -1.6893 -2.6558 -0.4479 0.1280
C 4.0453 -1.1125 0.8534 -0.9574
C 3.7802 -2.1823 -0.1645 1.8461
C 5.0937 -2.6241 -0.8609 -1.9982
O 3.1983 -3.2279 0.2158 -0.5875
H 4.1848 -0.1916 0.3228 0.3122
H 4.9377 -1.4463 1.4430 0.4256
H 3.1877 -1.0427 1.6158 -0.1479
H 3.0796 -1.7571 -0.9549 -0.5202
H 4.9569 -3.1927 -1.7623 0.4214
H 5.6405 -3.2220 -0.2285 0.4930
H 5.7942 -1.9111 -1.2408 0.4212
H 2.2904 -3.0787 0.3823 0.1739
C 0.5422 -4.6808 2.4795 -1.5164
C 0.4139 -3.1886 2.4296 0.5242
C 1.4627 -2.5871 3.4732 -1.2255
O 0.7629 -2.6526 1.3837 0.1783
H 0.2041 -5.1099 3.4323 0.4151
H 1.5618 -5.0446 2.4076 0.2652
H -0.2307 -5.1713 1.7767 0.2789
H -0.6161 -2.9383 2.6650 0.5235
H 1.6266 -1.5052 3.2953 0.0960
H 2.4356 -3.0853 3.4028 0.3504
H 1.0384 -2.7003 4.4793 0.4538
H 0.0932 -2.7655 0.7040 -0.1994
C -2.8610 -0.1724 -0.2601 -1.1959
C -4.2225 0.4090 0.2361 0.8283
C -5.1624 -0.7022 0.5617 -1.9258
O -4.2034 1.0727 1.3195 -0.6772
H -2.9618 -0.8007 -1.0710 0.4957
H -2.3880 -0.6991 0.5135 0.2206
H -2.1685 0.6573 -0.5085 0.1025
H -4.6107 1.0940 -0.4903 0.2058
H -6.1425 -0.4336 0.8325 0.4903
H -4.8302 -1.2600 1.4417 0.5498
H -5.2891 -1.4235 -0.2261 0.3650
H -4.7517 0.7199 2.0171 0.4257
```

Output
- Energy relative to the best compared isomer or geometry (same formula, charge and spin): 10.7597 eV
- Structure (SMILES): NC(N)=O.NC(N)=O.NC(N)=O.NC(N)=O.NC(N)=O.CC(C)O.CC(C)O.CC(C)O.CC(C)O.CO

***

The following is a quantum chemistry calculation of 10 unconnected molecules or ions with the total composition C18H56N12O10, from the Open Molecules 2025 dataset.

```
96
Properties=species:S:1:pos:R:3:mulliken_charge:R:1
C -2.2967 4.0154 -2.8217 0.4855
O -2.3231 5.2185 -3.0279 -0.6954
N -3.3237 3.1725 -3.0631 -0.3137
N -1.1594 3.3725 -2.5466 -0.1754
H -4.1639 3.7347 -2.9817 0.2792
H -3.4074 2.2462 -2.5694 0.1714
H -1.2264 2.4280 -2.1727 0.0527
H -0.3091 3.9017 -2.5429 0.1512
C -4.7802 -1.3051 -0.8227 0.4583
O -3.7689 -1.6380 -1.5151 -0.7988
N -4.6604 -0.2639 0.0549 -0.2850
N -6.0459 -1.8624 -1.0302 -0.4766
H -5.2276 -0.3457 0.8624 0.2397
H -3.9343 0.3840 0.1187 0.1193
H -6.1383 -2.5021 -1.8105 0.2639
H -6.8885 -1.3506 -0.7790 0.2207
C -2.5480 -0.3569 -4.9875 0.3508
O -2.5820 -0.0084 -6.1978 -0.7020
N -3.0722 -1.5299 -4.5926 -0.2857
N -1.7798 0.3058 -4.0028 -0.2513
H -3.5770 -2.0408 -5.3277 0.2429
H -3.3366 -1.7046 -3.6511 0.2427
H -2.0364 0.2226 -3.0186 0.1527
H -1.6021 1.2584 -4.3327 0.2652
C 0.8145 -0.0492 2.9889 0.5339
O 0.0443 0.7026 2.3756 -0.5788
N 1.1443 0.0031 4.2941 -0.4295
N 1.5539 -0.9239 2.3053 0.1886
H 0.7680 0.7413 4.8694 0.2600
H 1.5899 -0.7366 4.8047 0.1676
H 2.4075 -1.2785 2.7036 0.2513
H 1.4602 -1.2078 1.3047 -0.2210
C -2.8289 2.7746 2.2765 0.3892
O -3.3704 3.6100 3.0175 -0.6943
N -2.0434 3.1430 1.1801 0.1472
N -2.8171 1.4157 2.4472 -0.2117
H -2.0441 2.5801 0.3669 -0.0856
H -2.2774 4.0980 0.9023 0.2765
H -1.9169 1.0389 2.1315 0.0759
H -2.9659 1.0877 3.3725 0.3128
C -1.0880 0.3267 -0.7307 -0.3307
O -2.0487 1.1130 -1.0206 -0.4235
N -1.2115 -1.0273 -0.7279 0.9920
N 0.1821 1.0173 -0.3855 0.1117
H -2.1557 -1.4494 -0.9048 0.1750
H -0.4327 -1.6672 -0.6937 -0.4284
H 0.0214 2.0320 -0.2660 0.2131
H 0.7163 0.6522 0.4016 -0.4745
C 0.9655 4.7267 2.0133 -0.9157
C 2.3765 5.1887 1.8844 0.5508
C 3.2631 5.0363 3.1205 -1.3271
O 3.1175 4.5425 0.8572 -0.4773
H 0.4912 4.8604 1.0324 0.2629
H 0.3742 5.4361 2.6442 0.3952
H 0.8887 3.7369 2.4744 0.0649
H 2.3543 6.2870 1.7272 0.1775
H 3.4288 3.9683 3.2575 0.2727
H 2.7210 5.4122 3.9841 0.3711
H 4.2623 5.5148 2.9828 0.3233
H 2.6747 4.6022 0.0107 0.2742
C -1.4854 -4.0575 1.1081 -0.5685
C -0.6259 -5.0327 1.9175 0.6250
C -0.2629 -4.6499 3.3430 -1.3142
O -1.4008 -6.2139 1.8595 -0.6082
H -1.8899 -4.5538 0.2276 0.3856
H -0.9507 -3.1555 0.7642 -0.3778
H -2.3209 -3.6506 1.7235 0.5236
H 0.3504 -5.2665 1.4394 0.1663
H 0.1189 -5.5462 3.8219 0.3725
H -1.1837 -4.3023 3.8132 0.3444
H 0.5501 -3.8933 3.3628 0.2341
H -2.3118 -6.1083 2.1603 0.3440
C 3.8363 0.9114 0.3113 -0.5267
C 4.5912 0.4375 -0.8886 0.5883
C 6.0907 0.2962 -0.6279 -1.5238
O 3.9499 -0.7833 -1.2969 -0.4435
H 4.0691 0.4491 1.2692 0.2619
H 2.7843 0.7882 0.1295 -0.3292
H 3.9756 2.0062 0.4269 0.4254
H 4.4490 1.2102 -1.6830 0.1802
H 6.5185 1.1943 -0.1498 0.3612
H 6.5880 0.1579 -1.5751 0.4465
H 6.3078 -0.5103 0.0798 0.3695
H 4.5259 -1.2778 -1.8822 0.2018
C 1.0595 -3.2186 -2.6603 -1.1332
C 1.5850 -3.4916 -1.2611 0.6355
C 3.0165 -4.1201 -1.1857 -1.2891
O 1.6366 -2.1981 -0.5629 -0.1847
H 1.0869 -4.2341 -3.1221 0.4282
H 1.6862 -2.5151 -3.1979 0.2313
H 0.0623 -2.8528 -2.5944 0.2939
H 0.8758 -4.1230 -0.6810 -0.1313
H 3.4188 -4.2018 -0.1991 0.3332
H 3.6582 -3.4291 -1.7717 0.1843
H 3.1460 -5.1002 -1.6285 0.4351
H 2.2628 -1.6250 -1.0329 0.1566
```

Output
- Energy relative to the best compared isomer or geometry (same formula, charge and spin): 2.0899 eV
- Structure (SMILES): NC(N)=O.NC(N)=O.NC(N)=O.NC(N)=O.NC(N)=O.NC(N)=O.CC(C)O.CC(C)O.CC(C)O.CC(C)O

***

Values of gap between HOMO and LUMO, in order: 9.20 7.87 9.30, all in eV.
Values of LUMO level, in order: 2.25 -0.25 0.12, all in eV.